Molecular formula: C37H40Cl5CoN5O2P3
Method: DFT, the ωB97M-V functional and the def2-TZVPD basis

```
93
C37H40Cl5CoN5O2P3 the ωB97M-V functional and the def2-TZVPD basis
C -0.023 6.998 2.706
H -0.419 -0.560 -4.473
H 4.177 -2.993 -1.305
N 2.282 -5.707 -2.039
N 3.606 -4.719 -0.251
C -3.110 3.860 -4.015
C -0.944 3.288 2.867
C 0.726 -3.969 -0.177
N -2.324 2.848 2.949
H 1.607 -7.170 -0.671
C -2.432 4.654 -0.866
C 2.290 1.871 4.285
H -1.575 -1.579 -1.560
C 0.034 0.031 -3.675
C 1.386 2.696 3.636
O -3.878 1.828 1.578
C -0.686 2.909 1.410
H 0.679 -3.393 0.745
H 0.304 -6.219 -1.444
C 0.485 0.490 5.051
H -2.963 3.087 3.686
C 3.384 -3.318 -0.627
C 2.684 -0.107 0.991
H -1.555 6.899 5.718
H 2.336 -6.420 -2.767
Cl -1.732 -0.997 1.188
H 0.595 4.124 -3.139
C -2.339 3.005 -3.232
C -3.817 2.001 -5.367
C 3.661 -5.587 -1.367
C -0.535 7.452 3.911
Cl 2.375 1.576 -1.115
H 0.126 -0.367 5.606
H 2.582 -4.150 -3.426
H -3.144 4.921 -3.796
H 3.467 -2.701 0.267
H 2.924 -6.177 1.080
H -0.440 8.494 4.186
C 1.282 -6.172 -0.966
H -4.398 1.614 -6.193
P -1.341 3.555 -1.808
H -1.478 1.066 4.402
H -2.533 -1.389 -3.058
Cl 4.376 0.188 0.871
C -1.279 5.224 4.417
H 0.456 5.130 -1.692
N 1.284 -5.289 0.139
C -0.102 4.683 -2.516
H 0.785 -0.558 -3.150
C 2.621 -5.191 0.722
N -1.685 2.223 0.902
H -0.301 -4.080 -0.534
P 1.726 -3.005 -1.414
H -0.567 5.471 -3.110
C 1.783 0.491 0.122
C -0.423 1.305 4.384
H 4.352 -5.224 -2.127
H -3.056 -0.626 -1.531
H 0.277 5.306 1.418
H -2.772 5.485 -1.484
C -3.846 3.360 -5.076
H -4.450 4.028 -5.677
H 1.740 3.553 3.078
Co -0.525 1.752 -0.775
H -1.886 5.055 -0.011
O 0.353 3.095 0.733
P -1.227 0.599 -2.487
Cl 0.213 -2.355 3.185
C -0.145 5.659 2.350
C -0.045 -0.601 1.119
H 3.349 2.095 4.238
H 0.890 -4.563 -3.131
C -2.196 -0.898 -2.143
H 2.594 -4.502 1.566
H 3.931 -6.599 -1.064
H -3.032 0.086 -4.832
C -3.048 1.144 -4.597
C -0.784 4.764 3.199
C -2.308 1.639 -3.527
C 1.842 0.766 4.999
H 0.523 0.900 -4.116
Cl 3.270 -1.783 3.034
H -3.287 4.087 -0.501
C 0.818 -1.235 2.018
H 0.479 7.685 2.038
C 0.407 0.308 0.169
C 2.186 -0.979 1.960
C -2.763 2.247 1.788
C -1.162 6.558 4.769
H -1.748 4.532 5.108
C 0.022 2.416 3.681
C 1.856 -4.402 -2.651
H 2.548 0.128 5.514
```

Results
Multiplicity: 2
Charge: +1
ΔE to the lowest compared entry with this formula, charge and spin (kcal/mol): 0.00
HOMO-LUMO gap (alpha / beta) (eV): 7.7 / 7.7
HOMO level (alpha / beta) (eV): -10.4 / -10.4